<a>
DFT (wB97M-V/def2-TZVPD) results for a structure of composition C30H28BBr4Cl2F4N3O3SeSi2W.

Calculated values
HOMO-LUMO gap: 0.246 Eh

```
! wB97M-V def2-TZVPD RIJCOSX def2/J DEFGRID3
* xyz 0 1
W -0.31972 -0.37058 0.35845
C 2.39707 -0.80831 2.94597
Si 1.54490 -1.83516 1.62749
C 0.85232 -3.33065 2.53763
C 2.92938 -2.37936 0.46811
C 3.93128 -3.26484 0.88097
C 4.96508 -3.61800 0.02777
C 5.01790 -3.07931 -1.25518
C 4.04866 -2.17321 -1.65775
C 3.00145 -1.81564 -0.80225
Si 1.81622 -0.39869 -1.17230
C 2.84567 1.13756 -0.82663
C 1.45272 -0.38395 -3.03164
H 3.04228 -1.48572 3.51616
H 1.69574 -0.33880 3.63461
H 3.01718 -0.03354 2.50215
H 1.73165 -3.90202 2.85558
H 0.20622 -3.98771 1.96259
H 0.31902 -3.02443 3.43502
H 3.90839 -3.69601 1.87643
H 5.73093 -4.30951 0.35702
H 5.82403 -3.35109 -1.92577
H 4.12345 -1.73186 -2.64720
H 3.83305 0.97940 -1.27341
H 2.98603 1.30026 0.24100
H 2.40024 2.03441 -1.25094
H 2.30688 0.11796 -3.49687
H 0.57216 0.20084 -3.29970
H 1.38449 -1.37545 -3.47724
Br 1.15853 5.61596 3.55267
C 0.22928 4.18136 2.76043
C -1.15440 4.27122 2.53355
Br -2.09118 5.82940 3.01862
C -1.84791 3.22374 1.94638
Br -3.68694 3.25154 1.57927
C -1.14729 2.07319 1.58619
O -1.66717 0.99185 1.06318
C 0.22233 2.00217 1.78910
O 0.76369 0.82489 1.41697
C 0.92996 3.03866 2.38978
Br 2.78384 2.86952 2.61571
Cl 0.29228 3.77391 -2.53397
C -1.02838 2.67016 -2.61241
C -2.10244 2.95177 -3.47706
C -3.18857 2.12797 -3.54574
Cl -4.50158 2.50608 -4.61525
C -3.26214 0.96509 -2.73904
C -4.36447 0.08779 -2.65675
C -4.32144 -0.96583 -1.78872
C -3.16505 -1.18825 -1.01957
N -2.11262 -0.40425 -1.09983
C -2.16169 0.68888 -1.91062
C -1.03129 1.54111 -1.81792
O -0.07261 1.22139 -0.98635
H -2.05776 3.84468 -4.08476
H -5.23816 0.27664 -3.26526
H -5.15865 -1.63884 -1.67346
H -3.10482 -2.02437 -0.33947
F -3.24340 -0.74630 2.82068
B -2.06779 -1.39157 2.91210
F -1.63301 -1.62238 1.28858
F -2.13295 -2.66584 3.35631
F -0.99516 -0.66427 3.33714
C 2.02714 -5.02551 -1.65313
N 1.22972 -4.30229 -2.64024
C 1.35468 -4.44888 -3.99940
C 0.38208 -3.70149 -4.56959
N -0.32488 -3.11672 -3.54733
C -1.48185 -2.25546 -3.72426
C 0.21534 -3.46690 -2.36080
Se -0.44350 -3.07424 -0.65208
H 2.61660 -5.76406 -2.18957
H 1.35969 -5.51856 -0.95084
H 2.67705 -4.33700 -1.12467
H 2.11520 -5.07250 -4.43206
H 0.12911 -3.53561 -5.60070
H -1.82298 -2.35936 -4.75076
H -1.21591 -1.21935 -3.52380
H -2.26269 -2.57535 -3.03872
*
```


<b>
DFT (wB97M-V/def2-TZVPD) results for a structure of composition C30H28BBr4Cl2F4N3O3SeSi2W.

Calculated values
HOMO-LUMO gap: 0.221 Eh

```
! wB97M-V def2-TZVPD RIJCOSX def2/J DEFGRID3
* xyz 0 1
W -0.03890 -0.02110 0.18390
C -0.30610 -1.71460 3.77680
Si -1.20550 -0.80200 2.32520
C -2.28440 0.49880 3.29820
C -2.59340 -2.05380 1.72820
C -3.33130 -2.77450 2.66350
C -4.31970 -3.66710 2.28790
C -4.60030 -3.85180 0.94540
C -3.89950 -3.12450 0.00070
C -2.89870 -2.22640 0.36440
Si -1.96240 -1.22820 -1.02130
C -1.62890 -2.57200 -2.40980
C -3.35270 -0.17640 -1.88930
H -1.02140 -2.04140 4.52510
H 0.40090 -1.05260 4.27030
H 0.24260 -2.59070 3.44170
H -2.66580 0.08420 4.22630
H -3.13840 0.80820 2.70230
H -1.71690 1.39310 3.55340
H -3.12300 -2.64140 3.71420
H -4.86490 -4.21970 3.04000
H -5.36330 -4.55280 0.63810
H -4.12740 -3.26020 -1.04640
H -2.48170 -2.67330 -3.07160
H -1.43270 -3.54790 -1.97130
H -0.77380 -2.31380 -3.03150
H -4.29250 -0.71960 -1.92600
H -3.08930 0.09200 -2.91110
H -3.53520 0.74540 -1.34230
Br 0.68100 6.69260 2.04250
C -0.04880 5.03500 1.53280
C -1.42980 4.85930 1.49080
Br -2.58030 6.29080 1.91390
C -1.96810 3.62300 1.12910
Br -3.82840 3.33660 1.00770
C -1.12100 2.56900 0.82250
O -1.46840 1.32690 0.49550
C 0.28410 2.76530 0.81620
O 0.94130 1.68780 0.43940
C 0.81280 3.99700 1.17740
Br 2.68000 4.20990 1.18540
Cl 2.42570 -2.38210 -3.24760
C 1.44550 -1.03360 -3.67330
C 1.15510 -0.81530 -5.02250
C 0.29670 0.18920 -5.39600
Cl -0.07450 0.40510 -7.06380
C -0.29030 1.03920 -4.43510
C -1.20960 2.06480 -4.72800
C -1.70490 2.82300 -3.70000
C -1.32090 2.53530 -2.38500
N -0.50290 1.55280 -2.06030
C 0.03060 0.82300 -3.07150
C 0.90720 -0.22750 -2.67680
O 1.07930 -0.44180 -1.38190
H 1.59540 -1.46140 -5.76590
H -1.51140 2.22380 -5.75060
H -2.39630 3.62950 -3.88220
H -1.72540 3.11940 -1.56910
F 3.99340 0.46450 2.05460
B 2.95920 -0.20180 2.57600
F 1.88040 -0.34090 1.32040
F 2.21220 0.47370 3.45570
F 3.22240 -1.49060 2.84950
C 2.22660 -5.62000 0.67560
N 3.07780 -4.52710 0.30220
C 4.42220 -4.61960 0.10340
C 4.86340 -3.38890 -0.24160
N 3.78390 -2.54820 -0.25900
C 3.94500 -1.15430 -0.58150
C 2.68150 -3.25120 0.08290
Se 0.85070 -2.78530 0.19850
H 2.83700 -6.51590 0.76870
H 1.45490 -5.76610 -0.08220
H 1.72330 -5.40100 1.61890
H 4.94970 -5.54370 0.21200
H 5.84550 -3.04030 -0.48470
H 4.51030 -1.06380 -1.50910
H 4.48030 -0.64410 0.21850
H 2.97420 -0.67690 -0.71240
*
```


Which of them is the most stable? Correct choice: <a>.


<a>
DFT (wB97M-V/def2-TZVPD) results for a cluster of 2 separate species, C6H18N2O in total.

Calculated values
HOMO-LUMO gap: 0.342 Eh

```
! wB97M-V def2-TZVPD RIJCOSX def2/J DEFGRID3
* xyz 0 1
C 2.52046 0.80861 0.77402
C 1.68249 -0.19132 -0.04535
C 2.48942 -0.68310 -1.25224
C 1.28503 -1.37189 0.84389
N 0.43209 0.37064 -0.53585
O 0.59790 1.55307 -1.31900
H 1.92194 1.24491 1.57509
H 3.37732 0.30617 1.21918
H 2.90959 1.60666 0.14116
H 3.44138 -1.10695 -0.93812
H 2.67220 0.14304 -1.93618
H 1.92204 -1.44216 -1.78577
H 2.16965 -1.91724 1.16590
H 0.63554 -2.04907 0.29360
H 0.75159 -1.02341 1.72714
H -0.44698 0.51323 0.15247
H 0.99471 2.24873 -0.77048
C -3.07279 1.14246 -0.54969
N -2.22824 0.13398 0.07346
C -2.98075 -0.84842 0.83585
H -3.59747 1.70658 0.22312
H -2.43552 1.81168 -1.12392
H -3.81811 0.70287 -1.22672
H -1.69907 -0.34912 -0.66506
H -3.52861 -0.34696 1.63499
H -2.28804 -1.56785 1.26953
H -3.70778 -1.39511 0.21898
*
```


<b>
DFT (wB97M-V/def2-TZVPD) results for a cluster of 2 separate species, C6H18N2O in total.

Calculated values
HOMO-LUMO gap: 0.345 Eh

```
! wB97M-V def2-TZVPD RIJCOSX def2/J DEFGRID3
* xyz 0 1
C -0.87882 -2.66239 -0.15178
N -0.59776 -1.71421 -1.21784
C 0.59869 -0.90812 -0.98089
C 0.32890 0.60263 -0.96309
C 1.59268 1.34301 -0.51392
N -0.88708 0.93155 -0.20976
C -1.47181 2.18989 -0.64655
C -0.71695 0.93130 1.23280
H -1.76832 -3.24163 -0.40572
H -1.05366 -2.19855 0.82881
H -0.06832 -3.38576 -0.06921
H -1.39058 -1.08251 -1.28608
H 1.10626 -1.22133 -0.06585
H 1.30612 -1.11756 -1.78729
H 0.12914 0.90568 -1.99217
H 1.41964 2.41677 -0.42408
H 1.93255 0.98847 0.46072
H 2.38809 1.20423 -1.24392
H -1.69216 2.13502 -1.71205
H -2.42501 2.33426 -0.13659
H -0.82648 3.05783 -0.45276
H -1.70163 0.93498 1.69999
H -0.13659 1.78269 1.61311
H -0.23882 0.00503 1.55303
O 2.04199 -1.52930 2.24842
H 1.61059 -1.30976 3.07658
H 1.39935 -1.39224 1.54611
*
```


Which of them is the most stable? Correct choice: <b>.


<a>
DFT (wB97M-V/def2-TZVPD) results for a structure of composition C35H43IrN4OS2Si.

Calculated values
HOMO-LUMO gap: 0.279 Eh

```
! wB97M-V def2-TZVPD RIJCOSX def2/J DEFGRID3
* xyz 0 1
Ir -1.65847 1.46086 0.66332
C -2.10810 3.18225 0.99635
H -2.88098 3.76111 1.51173
H -1.30978 3.81761 0.55424
C 1.95264 -1.38369 5.68001
C 1.76711 -0.07964 6.44888
C 2.17444 1.18777 5.69066
C 1.33441 1.49800 4.45427
N 1.68975 0.63109 3.34161
C 0.85914 0.17643 2.39518
S -0.86337 0.44373 2.53935
N 1.32745 -0.54374 1.39825
C 2.72782 -0.79463 1.11115
C 3.26942 -2.04174 1.82002
C 3.00779 -3.33540 1.04947
C 1.53285 -3.63223 0.81454
H 1.76117 -2.24084 6.32645
H 2.97436 -1.47939 5.30375
H 1.27701 -1.45753 4.83046
H 2.35154 -0.12370 7.37195
H 0.72353 0.01572 6.76053
H 3.23431 1.14266 5.41522
H 2.08533 2.04243 6.36582
H 1.47604 2.54089 4.14885
H 0.27467 1.36673 4.65906
H 2.67529 0.44223 3.23024
H 0.65654 -0.68383 0.63044
H 3.31812 0.09847 1.34287
H 2.80485 -0.90850 0.03058
H 2.81666 -2.10364 2.81385
H 4.34585 -1.92513 1.97221
H 3.46849 -4.16648 1.59015
H 3.51892 -3.27489 0.08420
H 0.96058 -3.57180 1.74221
H 1.40086 -4.63147 0.39937
H 1.08803 -2.93415 0.10505
O -0.47530 -0.13376 -0.74252
Si 0.30071 0.04768 -2.13090
C -0.86068 0.61943 -3.50334
C -1.93927 1.44776 -3.19191
C -2.78609 1.92964 -4.17806
C -2.56602 1.59119 -5.50521
C -1.50145 0.76704 -5.83652
C -0.66266 0.28695 -4.84242
C 1.68772 1.32051 -1.90772
C 2.67672 1.56953 -2.85776
C 3.66132 2.52173 -2.64909
C 3.67155 3.26469 -1.47751
C 2.68617 3.05043 -0.52533
C 1.71181 2.08842 -0.74408
C 1.05977 -1.59565 -2.68368
C 0.18309 -2.64206 -2.97677
C 0.64182 -3.90453 -3.31083
C 2.00665 -4.14945 -3.36850
C 2.89722 -3.12413 -3.09647
C 2.42326 -1.86355 -2.75798
H -2.12929 1.71505 -2.15579
H -3.61890 2.56750 -3.90956
H -3.22490 1.96573 -6.27855
H -1.32805 0.49301 -6.86982
H 0.15665 -0.36937 -5.11698
H 2.67935 1.01496 -3.79027
H 4.41898 2.68953 -3.40409
H 4.43706 4.01251 -1.31406
H 2.67170 3.63784 0.38523
H 0.94657 1.92660 0.01185
H -0.88655 -2.45970 -2.96197
H -0.06072 -4.69735 -3.53586
H 2.37240 -5.13428 -3.62942
H 3.96416 -3.30319 -3.14754
H 3.13769 -1.07682 -2.54319
N -2.60325 -1.40023 -0.82714
C -3.65027 -0.62289 -0.56587
N -3.57523 0.52641 0.08188
C -4.85740 1.05977 0.27658
C -5.17891 2.22145 0.96760
C -6.50375 2.59951 1.07875
C -7.52258 1.83704 0.52058
C -7.22827 0.66699 -0.15285
C -5.90042 0.29006 -0.26263
S -5.25677 -1.13580 -1.02472
H -1.65391 -0.93874 -0.76963
H -2.74225 -2.18899 -1.43381
H -4.39457 2.79612 1.40998
H -6.75251 3.50486 1.61639
H -8.55154 2.15460 0.61910
H -8.01516 0.06036 -0.57985
*
```


<b>
DFT (wB97M-V/def2-TZVPD) results for a structure of composition C35H43IrN4OS2Si.

Calculated values
HOMO-LUMO gap (alpha / beta): 0.244 / 0.250 Eh

```
! wB97M-V def2-TZVPD RIJCOSX def2/J DEFGRID3
* xyz 0 1
Ir -0.24081 0.06654 0.36222
C -0.23211 1.86452 0.43188
H -1.08345 2.35911 0.91735
H 0.45786 2.58920 -0.02982
C -2.12026 -2.55581 -5.80809
C -3.14090 -1.41713 -5.83410
C -3.78539 -1.07896 -4.48783
C -2.83157 -0.56566 -3.41499
N -2.09346 -1.67184 -2.80044
C -0.93105 -1.55686 -2.15780
S -0.04109 -0.07121 -2.10852
N -0.43158 -2.64570 -1.57724
C -1.20209 -3.85506 -1.27868
C -1.21896 -4.87955 -2.41479
C 0.00708 -5.78993 -2.44242
C 1.32891 -5.05548 -2.67166
H -1.74578 -2.75478 -6.81448
H -2.57252 -3.48060 -5.43404
H -1.26007 -2.31803 -5.17916
H -3.94081 -1.67960 -6.53148
H -2.66132 -0.51396 -6.22598
H -4.32609 -1.95337 -4.10140
H -4.53126 -0.29812 -4.65230
H -3.38554 -0.02949 -2.64512
H -2.11095 0.13039 -3.83663
H -2.62346 -2.51669 -2.64645
H 0.39670 -2.46606 -1.03265
H -2.21962 -3.55866 -1.00592
H -0.77063 -4.29643 -0.37893
H -1.31040 -4.36056 -3.37622
H -2.11235 -5.49939 -2.29147
H -0.13281 -6.52973 -3.23397
H 0.05365 -6.34203 -1.49792
H 1.26484 -4.39141 -3.53877
H 2.13978 -5.76409 -2.85018
H 1.61205 -4.44858 -1.80795
O -1.41592 -1.64084 0.84971
Si -2.58859 -2.37631 1.66453
C -2.89122 -1.57879 3.32720
C -2.63315 -0.21076 3.49029
C -2.86303 0.42574 4.70436
C -3.35460 -0.29890 5.78514
C -3.61105 -1.65860 5.64829
C -3.38005 -2.28949 4.42988
C -4.18145 -2.33951 0.67926
C -5.31575 -3.07941 1.03941
C -6.47996 -3.02879 0.28226
C -6.53433 -2.22992 -0.85616
C -5.42404 -1.48024 -1.22732
C -4.25924 -1.53798 -0.46272
C -2.17485 -4.18715 1.98947
C -1.20279 -4.50460 2.95121
C -0.76380 -5.81108 3.13827
C -1.29569 -6.83932 2.36692
C -2.27646 -6.55645 1.42406
C -2.70905 -5.24575 1.24113
H -2.23806 0.36061 2.65406
H -2.65763 1.48531 4.81037
H -3.53455 0.19416 6.73298
H -3.98628 -2.22701 6.49171
H -3.57940 -3.35370 4.33918
H -5.28937 -3.70736 1.92675
H -7.34702 -3.60799 0.57863
H -7.44238 -2.18593 -1.44615
H -5.47299 -0.84618 -2.10688
H -3.39005 -0.94670 -0.73870
H -0.78880 -3.70946 3.56957
H -0.01065 -6.03166 3.88695
H -0.95155 -7.85792 2.50673
H -2.70589 -7.35708 0.83384
H -3.48023 -5.04269 0.50279
N 2.74743 1.29668 -0.61354
C 2.87142 0.34908 0.33467
N 1.87880 -0.37381 0.75824
C 2.29972 -1.29457 1.73372
C 1.47902 -2.19192 2.40634
C 2.05179 -3.02274 3.35801
C 3.42035 -2.97451 3.63463
C 4.24229 -2.08282 2.96471
C 3.66114 -1.24756 2.01917
S 4.41784 -0.00952 1.05036
H 1.80409 1.52288 -0.88266
H 3.48558 1.95240 -0.78428
H 0.41589 -2.21545 2.17996
H 1.42300 -3.71700 3.90282
H 3.84403 -3.63324 4.38258
H 5.30453 -2.03672 3.17493
*
```


Which of them is the most stable? Correct choice: <a>.


<a>
DFT (wB97M-V/def2-TZVPD) results for the ion C6H12NS with charge +1.

Calculated values
HOMO-LUMO gap (alpha / beta): 0.231 / 0.245 Eh

```
! wB97M-V def2-TZVPD RIJCOSX def2/J DEFGRID3
* xyz 1 1
C -0.64614 0.30209 0.05975
C 0.04547 1.14607 -0.99524
C 1.60610 0.99099 -0.78645
C -1.27702 -0.96864 -0.33146
C 2.17505 -0.39723 -1.11135
C -0.74000 0.17478 2.54303
N -0.38001 0.57047 1.25860
S 2.04366 1.85090 0.73774
H -0.31703 0.94003 -1.97541
H -0.35121 2.18583 -0.73695
H 2.11865 1.69821 -1.49283
H -0.57396 -1.49053 -1.02003
H -2.26954 -0.69270 -0.75059
H -1.46893 -1.50343 0.54653
H 3.26877 -0.48726 -1.36157
H 1.71728 -0.96381 -1.87792
H 2.04149 -1.13980 -0.24899
H -1.90659 0.53226 2.72241
H -0.10852 0.73951 3.24543
H -0.62612 -0.85619 2.91908
*
```


<b>
DFT (wB97M-V/def2-TZVPD) results for the ion C6H12NS with charge +1.

Calculated values
HOMO-LUMO gap: 0.309 Eh

```
! wB97M-V def2-TZVPD RIJCOSX def2/J DEFGRID3
* xyz 1 1
C 1.93999 1.33234 -0.47874
C 1.13332 0.40809 -0.02221
C -0.64666 -0.91715 -0.91538
C -1.82734 -1.15687 0.07208
C -1.48735 1.31987 0.57706
C 1.60664 -0.67116 0.79028
N -0.12841 0.35610 -0.68312
S -2.82745 0.37589 0.23341
H 1.63170 2.02146 -1.16774
H 2.94164 1.56095 0.00286
H 0.11043 -1.82992 -0.82788
H -1.21944 -1.01389 -1.86413
H -2.45989 -1.91288 -0.39143
H -1.49331 -1.51006 1.02523
H -0.75846 1.04187 1.26881
H -1.74972 2.39949 0.50706
H 2.49331 -1.16352 0.30661
H 0.86161 -1.48005 1.13011
H 1.95446 -0.31979 1.78202
H -0.07505 1.15925 -1.34489
*
```


Which of them is the most stable? Correct choice: <b>.